(1)
# C31H36BFeN7OSbTe

A molecular structure, C31H36BFeN7OSbTe (ωB97M-V with the def2-TZVPD basis set, OMol25).

CARTESIAN COORDINATES (ANGSTROEM)
C (-2.35, -3.03, 0.92)
N (1.83, -0.56, -0.09)
H (-2.98, 2.20, -2.35)
H (5.60, -0.22, -0.16)
C (0.52, -1.73, -5.14)
H (2.42, -4.39, -3.08)
Fe (-0.03, 0.21, -0.18)
H (1.34, 1.89, 4.50)
N (-1.55, -1.99, 1.16)
C (2.83, 3.61, -4.77)
C (0.87, 1.27, 3.75)
H (4.59, -2.40, 0.46)
C (-1.89, 0.42, -3.83)
H (-3.06, -0.58, -2.33)
N (3.78, 0.74, -0.40)
C (4.36, 2.03, -0.75)
H (-3.97, 0.63, 0.06)
N (1.89, -2.75, 0.54)
C (-1.93, 1.08, -5.06)
C (2.55, -1.63, 0.24)
H (-3.05, 0.31, 1.55)
H (-2.82, -3.54, 1.74)
O (1.66, 1.62, -0.49)
H (-2.24, 3.78, -2.02)
C (-2.84, 2.97, -1.61)
C (2.41, 0.64, -0.33)
H (-0.02, -1.00, -5.73)
C (1.72, 3.97, -4.02)
H (1.15, 2.32, 1.80)
C (-4.27, 0.04, -3.98)
C (0.70, -1.54, -3.77)
H (2.51, 0.24, -4.64)
Te (-1.84, 2.23, 0.12)
H (4.10, 2.78, -0.01)
H (-0.53, -2.54, 3.10)
C (-3.46, 1.09, 0.90)
C (1.03, -2.86, -5.77)
H (-5.18, -0.37, -3.55)
H (2.12, -4.69, -5.52)
H (-1.27, -2.19, -2.00)
H (0.89, -2.73, 0.62)
C (-3.13, 1.22, -5.74)
C (3.12, 2.27, -4.99)
C (4.53, -0.36, -0.11)
H (5.44, 1.92, -0.80)
H (-2.91, -4.06, -0.96)
N (0.09, 0.51, 1.80)
H (-3.80, 3.37, -1.28)
H (0.89, -3.00, -6.83)
C (3.97, -1.55, 0.22)
H (-3.15, 1.74, -6.69)
C (-4.30, 0.70, -5.20)
Sb (-0.05, 0.18, -2.79)
H (-5.24, 0.81, -5.73)
C (0.18, 0.09, 3.95)
C (0.78, 1.50, 2.39)
H (1.50, -2.40, -1.97)
N (-1.06, -1.51, -0.01)
H (0.05, 3.29, -2.89)
C (-2.38, -3.28, -0.44)
C (-1.54, -2.32, -0.97)
B (-1.16, -1.62, 2.64)
H (-0.03, -0.47, 4.84)
H (-4.13, 1.73, 1.45)
H (3.98, 1.98, -5.58)
C (2.29, 1.28, -4.45)
H (3.98, 2.35, -1.72)
C (1.72, -3.81, -5.03)
H (-1.03, 1.50, -5.48)
C (1.38, -2.51, -3.04)
H (2.39, -3.56, 0.88)
H (1.50, 5.02, -3.85)
N (-0.28, -0.34, 2.77)
C (1.18, 1.64, -3.70)
H (-2.19, -1.45, 3.24)
C (-3.07, -0.09, -3.29)
C (1.90, -3.64, -3.66)
C (0.90, 2.99, -3.48)
H (3.47, 4.37, -5.20)

Summary:
HOMO energy (alpha / beta) (eV): -10.8612 / -10.8820
Total charge: +1
Spin multiplicity: 1
HOMO-LUMO gap (alpha / beta) (eV): 8.4 / 8.4

Results of the Mulliken charge analysis, in e, for atoms 1 through 6: number 1, C, carries -0.36; number 2, N, carries 0.62; number 3, H, carries 0.14; number 4, H, carries 0.42; number 5, C, carries -0.47; number 6, H, carries 0.46

***

(2)
# C31H36F9IN7O3P

7 unconnected molecules or ions with the total composition C31H36F9IN7O3P at a distorted geometry (ωB97M-V with the def2-TZVPD basis set, OMol25).

CARTESIAN COORDINATES (ANGSTROEM)
O (6.67, 1.19, -4.21)
N (-3.20, 1.49, 6.81)
F (-3.53, 2.86, -3.79)
H (0.09, 1.54, 3.05)
F (-0.09, 1.37, -4.69)
F (-2.82, 2.97, -1.67)
C (-0.88, -4.69, -4.00)
C (2.32, -1.05, -1.98)
H (0.28, -0.51, -1.07)
C (0.73, -1.09, -1.96)
C (0.05, -0.66, -3.35)
C (3.23, 1.84, 2.09)
C (0.31, -6.49, -4.61)
H (-4.43, -0.24, 6.62)
F (0.34, 1.58, -2.44)
H (5.34, 0.60, -0.94)
H (-1.57, -6.76, -3.52)
F (0.93, -0.88, -4.46)
C (-2.10, 1.82, 7.55)
O (4.76, -0.90, -3.33)
H (-3.17, 3.97, 4.30)
H (6.88, -5.46, -0.65)
C (4.99, -5.54, -1.85)
C (-5.70, 5.10, 2.60)
H (7.19, -3.07, -1.90)
C (0.24, -4.26, -4.66)
H (-3.62, 0.81, 3.85)
C (1.04, 1.61, 2.53)
H (0.59, -3.26, -4.90)
C (-5.26, 6.27, 3.16)
H (2.67, -2.03, -2.45)
H (4.54, -6.49, -1.58)
H (2.97, 1.64, 0.00)
C (-2.71, -0.28, 8.05)
C (-0.42, 0.87, -3.41)
H (-3.66, 2.09, 6.15)
H (5.20, -2.76, -3.39)
H (-6.09, 0.46, 2.78)
H (-3.26, 0.53, -0.32)
H (-4.98, 3.12, 2.78)
F (-2.82, 0.53, -4.06)
P (6.39, 1.79, -2.65)
H (-2.75, -1.27, 8.49)
F (-2.20, 0.53, -1.81)
C (4.47, -4.64, -2.75)
I (5.69, 4.15, -3.06)
N (0.97, -5.36, -5.02)
C (2.32, 1.80, 3.11)
C (-5.15, 0.52, 2.25)
C (-3.86, 0.70, 2.81)
H (2.54, 1.91, 4.16)
C (-2.40, 2.65, -2.98)
H (-1.65, -4.05, -3.59)
H (7.65, 1.12, -4.31)
H (-0.95, 0.69, 9.03)
C (-3.92, 4.61, 3.85)
H (-5.70, 7.25, 3.02)
H (0.51, 1.38, 0.37)
H (2.66, -1.09, -0.88)
C (1.21, 1.53, 1.17)
H (-1.64, 2.79, 7.45)
N (5.33, -3.57, -2.82)
N (-4.88, 4.09, 3.03)
H (0.72, -7.47, -4.80)
C (4.31, 0.03, -2.65)
H (4.30, 1.97, 2.10)
N (-3.67, 0.56, 0.60)
C (-2.97, 0.73, 1.76)
C (-4.13, 5.96, 3.96)
C (-3.58, 0.21, 7.11)
C (-1.96, 1.10, -3.09)
H (-5.72, 0.31, 0.09)
H (-3.54, 6.65, 4.54)
N (2.55, 1.66, 0.91)
H (0.42, -2.18, -1.78)
H (-6.53, 4.90, 1.93)
H (-1.89, 0.84, 1.75)
N (5.04, 0.98, -1.84)
F (-1.44, 3.55, -3.43)
C (6.39, -3.79, -1.98)
H (3.57, -4.66, -3.34)
H (1.84, -5.34, -5.52)
C (6.21, -5.01, -1.37)
C (-5.00, 0.44, 0.88)
F (-1.01, -1.59, -3.55)
O (2.88, 0.14, -2.60)
C (-0.84, -6.10, -3.97)
C (-1.77, 0.74, 8.33)

Summary:
HOMO energy (eV): -8.1532
Spin multiplicity: 1
HOMO-LUMO gap (eV): 7.6

Results of the Mulliken charge analysis, in e, for atoms 1 through 6: number 1, O, carries -0.42; number 2, N, carries 0.03; number 3, F, carries -0.26; number 4, H, carries 0.57; number 5, F, carries -0.29; number 6, F, carries -0.21

***

(3)
# C31H36KO3P2S

A molecular structure, C31H36KO3P2S at a distorted geometry (ωB97M-V with the def2-TZVPD basis set, OMol25).

CARTESIAN COORDINATES (ANGSTROEM)
H (-1.20, 4.98, -4.23)
C (4.79, 0.86, 0.00)
O (-2.79, 1.58, -2.54)
H (1.25, -2.49, -0.94)
C (2.72, 0.64, 1.21)
H (2.81, -0.66, 2.93)
H (3.46, -3.54, -1.27)
C (-2.47, -2.18, 2.98)
C (2.04, -3.13, 2.30)
C (-4.01, 0.39, -6.18)
H (-2.59, 3.94, -3.98)
C (3.45, 1.18, 0.16)
C (0.05, 3.53, 2.24)
H (-3.65, 2.33, -5.26)
H (-4.75, 1.30, -4.35)
O (0.35, 1.47, 0.09)
H (-0.80, 0.17, 2.59)
C (-1.30, -2.76, 2.49)
H (5.17, -1.22, 2.65)
H (-1.33, 1.51, -5.70)
C (1.72, 2.56, 3.68)
C (-1.03, -4.09, 2.81)
H (-4.64, 0.94, -6.88)
H (-5.61, -0.87, -5.44)
P (1.01, 1.11, 1.40)
C (-3.05, -4.22, 4.10)
C (-3.34, -2.90, 3.77)
C (0.14, -0.27, 2.25)
H (1.66, -3.01, 3.31)
H (-4.25, -2.43, 4.14)
H (2.44, 1.79, 3.91)
C (-1.90, -4.81, 3.61)
C (-1.64, 4.01, -4.50)
C (4.69, -0.55, 1.95)
H (4.75, -4.34, 0.67)
H (-3.06, 0.27, -6.70)
H (-0.74, 5.42, 2.87)
H (0.67, -0.53, 3.17)
S (-2.57, 0.79, -3.83)
H (2.22, 3.69, 5.43)
C (1.61, 3.64, 4.54)
H (-0.30, 0.78, -4.49)
C (-0.06, 4.61, 3.10)
H (2.98, 1.84, -0.56)
C (-3.85, 1.30, -4.97)
C (1.30, -2.68, 1.20)
C (3.78, -3.87, 0.83)
C (0.94, 2.50, 2.52)
C (3.27, -3.73, 2.11)
H (0.63, 5.51, 4.92)
C (0.72, 4.66, 4.25)
C (3.06, -3.43, -0.27)
H (-1.68, -5.84, 3.84)
C (3.35, -0.22, 2.10)
C (-1.11, 1.50, -4.63)
H (-0.15, -4.59, 2.43)
C (5.41, -0.01, 0.90)
H (-0.62, 2.83, -3.02)
H (-2.74, -1.15, 2.74)
O (-0.93, -1.54, 0.06)
H (6.46, -0.25, 0.77)
H (-3.73, -4.79, 4.72)
H (-4.02, -1.55, -5.18)
C (1.82, -2.83, -0.08)
H (-1.84, 4.03, -5.57)
P (-0.26, -1.83, 1.37)
C (-0.71, 2.88, -4.11)
K (-1.66, 0.57, -0.73)
H (-0.54, 3.51, 1.33)
H (-4.72, -1.56, -6.78)
C (-4.62, -0.97, -5.87)
H (5.35, 1.28, -0.82)
H (0.30, 3.05, -4.48)
H (3.84, -4.08, 2.96)

Summary:
HOMO energy (eV): -11.5405
Total charge: +1
Relative energy (zero: lowest compared OMol25 entry of this formula, charge and spin) (kcal per mole): 9.7
Spin multiplicity: 1
HOMO-LUMO gap (eV): 9.6

Results of the Mulliken charge analysis, in e, for atoms 1 through 6: number 1, H, carries 0.39; number 2, C, carries -0.71; number 3, O, carries -0.78; number 4, H, carries 0.46; number 5, C, carries 0.57; number 6, H, carries 0.39

***

(4)
# C31H36N2O3V

A molecular structure, C31H36N2O3V at a distorted geometry (ωB97M-V with the def2-TZVPD basis set, OMol25).

CARTESIAN COORDINATES (ANGSTROEM)
H (-0.06, 4.09, -2.08)
H (0.76, -3.77, -3.39)
C (0.74, 0.23, 7.04)
N (2.33, -0.13, -1.20)
H (-0.81, -3.61, 4.44)
H (2.74, -1.96, -0.30)
H (2.67, -1.67, -3.34)
C (-3.25, 0.87, -1.58)
H (-2.82, 2.30, -3.73)
C (1.63, 1.38, 2.27)
C (-1.79, -4.37, -3.22)
H (-3.86, -1.93, -1.04)
N (0.90, -2.06, -2.25)
C (-3.28, -2.60, -1.65)
H (1.60, 1.65, 4.88)
C (0.04, -1.73, 3.87)
V (0.33, -0.36, -1.26)
H (2.18, 0.89, 1.48)
O (0.43, 1.51, -1.80)
C (2.98, -1.43, -1.23)
C (0.23, -1.24, 1.49)
C (-3.12, -4.61, -3.01)
H (2.68, -3.20, -2.43)
C (0.68, -0.14, 5.59)
H (-3.60, -5.48, -3.43)
C (0.15, -1.37, 5.19)
H (2.31, 2.07, 2.79)
H (0.83, 1.98, 1.83)
H (-1.74, 3.93, -1.07)
C (1.15, 0.71, 4.60)
C (2.60, 2.26, -1.09)
C (-1.86, 2.05, -3.26)
C (3.06, 4.63, -0.89)
H (4.15, 0.76, -0.88)
H (-1.43, -3.00, 2.91)
H (-3.40, 3.56, -1.55)
O (0.42, -0.60, 0.43)
H (-0.18, -2.23, 1.35)
H (1.17, -0.57, 7.63)
H (-3.18, 0.06, -2.29)
C (0.22, -3.03, -2.80)
C (-3.86, -3.71, -2.21)
C (1.06, 0.39, 3.25)
C (2.35, -2.16, -2.41)
H (1.46, 5.93, -1.50)
H (-4.91, -3.91, -2.04)
C (-0.78, 1.36, -1.09)
H (-0.19, -2.06, 5.96)
H (1.33, 1.14, 7.19)
H (-1.50, 1.13, -3.71)
C (1.31, 2.56, -1.51)
H (-0.27, 0.41, 7.42)
H (4.47, 3.08, -0.44)
C (-1.16, -3.24, -2.66)
C (0.91, 3.87, -1.68)
H (-4.18, 1.41, -1.78)
H (3.73, 5.43, -0.63)
H (-0.70, 1.77, -0.09)
C (-1.90, -2.32, -1.87)
H (-3.28, 0.47, -0.57)
H (-1.19, -5.06, -3.81)
H (4.06, -1.36, -1.34)
C (-0.54, -3.08, 3.53)
C (1.78, 4.90, -1.36)
H (-2.76, 2.94, -0.02)
C (3.47, 3.31, -0.77)
C (-2.51, 3.16, -1.06)
H (-1.16, 2.85, -3.50)
C (0.46, -0.83, 2.86)
H (0.19, -3.70, 3.00)
C (3.08, 0.90, -1.03)
O (-1.35, -1.27, -1.37)
C (-2.08, 1.85, -1.76)

Summary:
HOMO energy (alpha / beta) (eV): -9.4531 / -9.6114
Total charge: +1
Relative energy (zero: lowest compared OMol25 entry of this formula, charge and spin) (kcal per mole): 19.5
Spin multiplicity: 1
HOMO-LUMO gap (alpha / beta) (eV): 6.3 / 6.5

Results of the Mulliken charge analysis, in e, for atoms 1 through 6: number 1, H, carries 0.40; number 2, H, carries 0.31; number 3, C, carries -1.57; number 4, N, carries 0.24; number 5, H, carries 0.38; number 6, H, carries 0.11

***

(5)
# C31H36N6O3S

A single C31H36N6O3S molecule at a distorted geometry (ωB97M-V with the def2-TZVPD basis set, OMol25).

CARTESIAN COORDINATES (ANGSTROEM)
C (-1.80, -0.44, 3.25)
C (-2.87, -2.08, 0.30)
C (0.49, -4.68, 1.75)
C (1.03, 0.50, -0.02)
H (-3.49, 2.01, 4.80)
H (3.55, 6.88, -2.22)
H (2.10, 0.38, -0.04)
H (0.96, -4.62, 3.85)
N (-1.51, -1.90, -1.72)
H (-2.69, -2.30, 2.73)
C (-0.15, 0.78, -3.87)
H (1.65, -3.55, 0.32)
H (4.36, 6.59, -0.68)
H (1.45, -6.12, 3.04)
C (2.19, 4.48, -2.36)
H (-2.16, 0.56, -3.14)
N (1.30, 2.61, -1.12)
H (3.66, 2.89, -2.44)
S (-1.10, 1.75, 4.37)
C (-1.16, 0.15, -3.18)
C (0.99, 3.63, -1.96)
N (-0.57, -3.67, 1.86)
C (-2.85, -1.84, -1.22)
H (5.43, 4.56, -1.61)
H (5.18, 4.02, -4.01)
H (-0.37, 1.70, -4.38)
C (-3.00, 0.17, 3.72)
H (2.08, -3.25, 2.02)
H (5.81, 5.97, -2.60)
O (-0.14, 3.87, -2.35)
H (-0.25, -5.84, 3.43)
H (-3.97, -0.27, 3.60)
N (0.48, -2.70, -1.81)
H (-3.27, -0.86, -1.47)
N (-0.68, -2.88, -1.33)
C (0.68, -5.36, 3.11)
O (0.31, -2.33, 3.47)
C (1.15, 0.25, -3.92)
C (-0.56, -2.60, 2.66)
C (1.78, -4.01, 1.30)
H (-1.38, 2.71, -0.90)
H (0.69, -1.39, 0.90)
H (0.32, 0.10, 3.31)
H (2.48, -1.32, -3.32)
H (-2.79, 0.95, 0.09)
C (4.41, 4.60, -3.51)
C (1.49, -0.91, -3.28)
C (0.03, -5.68, 0.69)
H (3.15, 4.46, -0.42)
C (-0.93, 1.81, -0.51)
H (-3.46, -2.62, -1.67)
C (-0.83, -1.03, -2.52)
C (5.00, 5.30, -2.29)
C (-0.70, 0.31, 3.53)
C (-1.15, -0.36, 0.51)
C (-1.72, 0.82, 0.03)
H (1.80, 5.25, -3.04)
O (-3.64, -2.89, 0.78)
H (1.90, 0.79, -4.48)
C (3.27, 3.68, -3.09)
H (2.58, -4.75, 1.23)
C (0.45, 1.65, -0.57)
C (-2.77, 1.35, 4.34)
N (-1.97, -1.39, 1.03)
H (2.00, 5.77, -0.64)
H (-1.36, -3.80, 1.24)
C (-1.81, -1.71, 2.45)
C (3.93, 6.10, -1.56)
H (-0.91, -6.15, 0.99)
C (2.78, 5.19, -1.13)
C (0.24, -0.49, 0.51)
H (2.83, 3.20, -3.97)
H (0.78, -6.46, 0.57)
C (0.48, -1.56, -2.56)
H (-0.12, -5.17, -0.26)
H (2.28, 2.45, -0.94)
H (4.04, 5.35, -4.21)

Summary:
HOMO energy (eV): -8.4755
Spin multiplicity: 1
HOMO-LUMO gap (eV): 8.9

Results of the Mulliken charge analysis, in e, for atoms 1 through 6: number 1, C, carries -0.20; number 2, C, carries 0.73; number 3, C, carries 1.51; number 4, C, carries -0.50; number 5, H, carries 0.49; number 6, H, carries 0.35

***

(6)
# C31H37CdN6O2

A molecular structure, C31H37CdN6O2 (ωB97M-V with the def2-TZVPD basis set, OMol25).

CARTESIAN COORDINATES (ANGSTROEM)
H (-1.14, -3.27, 3.03)
C (0.08, -2.68, -0.78)
N (-0.46, -1.38, 2.36)
H (-2.19, -1.46, -5.79)
C (-0.19, -2.19, -6.01)
H (-1.81, 0.66, -3.01)
N (-1.24, -2.29, -0.24)
C (-1.16, 2.05, 4.13)
C (-1.22, -1.57, -5.33)
C (1.06, -2.27, -5.44)
C (2.71, -1.76, -3.64)
C (0.99, -1.48, -1.08)
H (0.72, 0.29, -2.11)
O (-1.15, 1.65, -1.16)
N (1.08, -0.60, 0.08)
C (2.40, 3.65, 1.69)
H (3.42, -1.74, -4.47)
H (-4.19, -0.34, 4.45)
C (-2.14, -0.32, -3.36)
C (-1.75, 1.80, 5.36)
C (3.63, 4.25, 1.79)
H (4.50, 4.21, -1.49)
H (-0.36, -2.58, -7.01)
C (-0.69, -2.79, 2.15)
H (2.70, 3.22, -2.88)
C (2.13, 3.05, -1.97)
H (0.57, -3.34, -0.06)
H (2.93, -2.65, -3.04)
C (1.76, -1.10, 1.27)
H (-4.29, -1.69, 2.70)
H (-2.63, -2.73, 1.23)
C (-4.42, -0.82, 2.04)
H (1.43, -1.42, 3.36)
H (1.89, -2.70, -5.99)
H (-3.29, 0.77, 6.47)
C (-2.83, 0.95, 5.50)
H (2.71, -0.56, 1.42)
H (0.27, -3.30, 1.99)
C (0.24, -1.20, -3.45)
C (0.56, 2.54, 0.44)
C (-1.65, 1.44, 2.94)
O (-3.25, -0.06, 1.95)
H (5.38, 4.92, 0.69)
H (-0.04, -3.26, -1.70)
N (0.40, -0.68, -2.13)
C (3.92, 4.05, -0.58)
H (0.43, 2.21, -2.96)
H (-1.65, -4.13, 0.78)
C (0.91, -0.92, 2.53)
C (0.87, 2.48, -2.00)
Cd (-1.24, 0.05, 0.24)
C (4.40, 4.45, 0.63)
C (-1.62, -3.04, 0.97)
H (-1.34, 2.30, 6.23)
H (3.99, 4.58, 2.76)
C (0.06, 2.22, -0.89)
H (1.40, 0.33, -0.19)
H (-1.94, -2.43, -0.95)
C (-1.03, -1.07, -4.04)
C (-3.34, 0.32, 4.35)
C (-2.78, 0.56, 3.12)
H (-0.32, 2.72, 4.02)
C (2.64, 3.43, -0.72)
H (-2.99, -0.21, -4.03)
N (-1.14, 1.56, 1.73)
H (-4.66, -1.16, 1.03)
C (1.86, 3.21, 0.45)
N (0.06, 2.30, 1.66)
H (1.79, 3.49, 2.57)
H (-1.05, -0.98, 3.07)
H (1.99, -1.88, -1.33)
C (1.30, -1.76, -4.17)
H (0.86, 0.15, 2.76)
H (-5.25, -0.22, 2.43)
H (2.90, -0.88, -3.02)
H (-2.48, -0.84, -2.46)
H (2.03, -2.15, 1.12)

Summary:
HOMO energy (eV): -1.4077
Total charge: -1
Relative energy (zero: lowest compared OMol25 entry of this formula, charge and spin) (kcal per mole): 5.4
Spin multiplicity: 1
HOMO-LUMO gap (eV): 3.6

Results of the Mulliken charge analysis, in e, for atoms 1 through 6: number 1, H, carries 0.52; number 2, C, carries -1.57; number 3, N, carries 0.35; number 4, H, carries 0.42; number 5, C, carries -0.82; number 6, H, carries 0.15